Here is a structure of composition C25H35BBrCl4FLiMgN3O6 in a non-equilibrium geometry from the Open Molecules 2025 dataset. Energies are from ωB97M-V with the def2-TZVPD basis set.

```
! wB97M-V def2-TZVPD RIJCOSX def2/J DEFGRID3
* xyz 2 1
C 3.69291 3.22176 0.15390
B 4.49933 1.79337 0.27144
O 5.41310 1.62590 1.45011
N 4.44693 0.63957 -0.71703
C 4.47531 -0.53655 0.28190
O 5.47313 -1.40669 0.47682
C 2.97303 -0.40969 0.92596
C 2.35337 -0.80338 2.39164
C 0.73429 -0.44771 2.61445
Br 0.00298 -0.90591 4.44535
C -0.19120 0.23175 1.39826
C -1.79622 0.60250 1.64074
C -2.21839 2.08344 1.05110
C -2.70227 2.07961 -0.51636
Cl -0.90364 3.40057 1.38220
C 0.47256 0.60083 -0.09193
C 2.06746 0.26251 -0.26411
C 3.12489 0.48270 -1.49753
O 2.97812 0.48776 -2.82594
H 4.28030 4.09868 0.71166
H 2.65865 3.13128 0.74312
H 3.41471 3.54907 -0.93533
H 6.32099 1.83458 1.06531
H 3.02951 -1.30905 3.20520
H -2.48699 -0.22083 1.17745
H -1.96972 0.64860 2.81948
H -3.15475 2.43855 1.69994
H -3.64425 2.77455 -0.69922
H -1.87028 2.46360 -1.27729
H -2.91480 0.96310 -0.81897
H -0.12625 1.09406 -0.97098
N 9.40588 1.51948 -0.09831
C 8.77052 2.55870 -0.72672
C 9.35144 3.73247 -0.30128
C 10.37719 3.38869 0.61136
C 10.39064 2.01579 0.71570
H 9.18355 0.53966 -0.21732
H 7.96056 2.37459 -1.41974
H 9.06794 4.72862 -0.61532
H 11.03562 4.06930 1.13549
H 11.01414 1.35139 1.29896
Li 1.25575 1.24494 -3.05684
C -9.20822 -1.52034 1.57530
O -8.39170 -1.86480 0.46954
C -7.66010 -0.74712 -0.03767
C -6.40785 -1.22297 -0.77952
O -5.33738 -1.59752 0.09859
C -5.52007 -2.81967 0.82598
C -5.39898 -4.06838 -0.05230
O -6.59901 -4.26844 -0.80253
C -6.36851 -4.96405 -2.01521
H -9.98679 -0.81594 1.26988
H -9.67907 -2.43290 1.95078
H -8.60325 -1.09292 2.38136
H -7.36766 -0.07585 0.77633
H -8.31757 -0.21074 -0.73014
H -6.02254 -0.37903 -1.36355
H -6.62975 -2.01885 -1.49245
H -6.45150 -2.80634 1.39379
H -4.70598 -2.84606 1.55848
H -5.25557 -4.95003 0.57702
H -4.53855 -3.95513 -0.72128
H -5.65161 -4.42107 -2.63888
H -7.31424 -5.02768 -2.55979
H -6.00186 -5.97480 -1.81247
C -3.99803 -8.06564 -0.33661
Cl -3.80075 -6.74725 0.83058
Cl -3.60634 -7.51132 -1.97333
Cl -2.98557 -9.44928 0.11059
H -5.04328 -8.38485 -0.32210
C 7.10163 5.53909 -3.00911
C 5.70199 5.27500 -2.47834
N 4.54085 5.05596 -2.03818
H 7.34024 4.82544 -3.80251
H 7.16212 6.55352 -3.41256
H 7.83242 5.43242 -2.20263
F 3.61321 0.55217 3.87085
Mg -2.68679 5.01321 0.27475
*
```

Output
HOMO: -11.9 eV
Frontier orbital gap: 1.38 eV
DFT total energy: -6335.1957 Eh
F_max: 10.3 eV/Å